Entry from the Open Molecules 2025 dataset: one molecule with the formula C3H5N3 (the ωB97M-V functional and the def2-TZVPD basis).

Values from the calculation:
Gap between HOMO and LUMO, Ha: 0.375
DFT total energy, a.u.: -281.56933
E_LUMO, eV: 1.10
Total charge: 0
SMILES: Nc1cc[nH]n1

Last columns: bonded neighbours and bond lengths (Å).
Positions of all 11 atoms, in Å:
1 N 0.22801 0.58940 1.93634  C2 1.415, H7 1.012, H8 1.011
2 C 0.09815 0.26445 0.56495  N1 1.415, C3 1.410, N6 1.329
3 C -0.20472 -1.03272 0.10275  C2 1.410, C4 1.375, H9 1.080
4 C -0.31239 -0.89690 -1.26173  C3 1.375, N5 1.354, H10 1.082
5 N -0.07414 0.40900 -1.52831  C4 1.354, N6 1.342, H11 1.009
6 N 0.18468 1.13915 -0.43190  C2 1.329, N5 1.342
7 H 1.19457 0.62163 2.23510  N1 1.012
8 H -0.15866 1.50185 2.13575  N1 1.011
9 H -0.30998 -1.89436 0.74606  C3 1.080
10 H -0.55874 -1.58351 -2.06028  C4 1.082
11 H -0.09300 0.86820 -2.42621  N5 1.009